Entry 1:
Computed, not measured: a molecular structure, C43H60Cl3NO10P3RbS4, with the ωB97M-V functional and the def2-TZVPD basis.

CARTESIAN COORDINATES (ANGSTROEM)
Rb  0.24629  0.10679  -0.50299
S  -2.63582  0.58961  -5.02484
S  -0.92160  0.33193  -3.91109
S  0.72002  1.08541  -5.00401
S  2.07805  1.19159  -3.44026
C  -4.69787  0.09097  2.28718
N  -4.69502  1.42127  2.87850
C  -3.97484  2.51807  2.25262
P  -2.10612  2.26318  2.23094
C  -1.86242  2.06342  4.03983
C  -2.07204  3.07054  4.98087
C  -1.99429  2.80344  6.33755
C  -1.71746  1.51502  6.77677
C  -1.50282  0.50316  5.85306
C  -1.56335  0.78165  4.49331
C  -1.60352  3.98304  1.87520
C  -0.66986  4.69566  2.62300
C  -0.26011  5.95752  2.21737
C  -0.76986  6.52063  1.05699
C  -1.67947  5.80688  0.28910
C  -2.08603  4.54528  0.69012
C  -5.46570  1.60207  4.01273
C  -5.63120  2.85349  4.64109
C  -6.41277  2.99541  5.77149
C  -7.07313  1.91568  6.34078
C  -6.93594  0.68199  5.72790
C  -6.16230  0.52013  4.59001
P  -3.52225  -0.32805  0.88712
C  -4.12543  0.72592  -0.47166
C  -3.13621  1.38674  -1.18840
C  -3.44165  2.25144  -2.22939
C  -4.77434  2.49634  -2.52061
C  -5.78109  1.87425  -1.78704
C  -5.46403  0.98682  -0.77030
C  -4.25542  -1.98569  0.57562
C  -5.06872  -2.31392  -0.50635
C  -5.49575  -3.62160  -0.69476
C  -5.12163  -4.61691  0.19576
C  -4.30219  -4.30345  1.27244
C  -3.86363  -3.00125  1.45203
H  -5.71127  -0.17081  1.95259
H  -4.42490  -0.64064  3.05732
H  -4.21082  3.45826  2.73715
H  -4.29771  2.62154  1.21692
H  -2.29763  4.07618  4.64700
H  -2.17026  3.59640  7.05447
H  -1.67054  1.30238  7.83799
H  -1.28153  -0.50310  6.18456
H  -1.38027  -0.00661  3.77082
H  -0.23290  4.25239  3.50732
H  0.48122  6.49015  2.80067
H  -0.43527  7.49881  0.73386
H  -2.04685  6.21333  -0.64433
H  -2.74889  3.97596  0.04833
H  -5.14238  3.73466  4.26070
H  -6.49894  3.97989  6.21734
H  -7.67784  2.03540  7.23013
H  -7.44225  -0.18572  6.13504
H  -6.10427  -0.46402  4.15368
H  -2.09606  1.23409  -0.94186
H  -2.63846  2.68955  -2.80571
H  -5.02923  3.15028  -3.34438
H  -6.82098  2.06919  -2.02210
H  -6.25739  0.50839  -0.20583
H  -5.33978  -1.55535  -1.22882
H  -6.10908  -3.86332  -1.55411
H  -5.44785  -5.63788  0.03881
H  -3.97927  -5.07764  1.95765
H  -3.17766  -2.77864  2.26240
O  -0.77393  -2.85932  2.46048
H  -0.92680  -2.07146  1.92329
H  0.02610  -2.64287  2.95315
O  -0.02478  3.15449  -1.67659
H  0.67992  3.26619  -1.02465
H  0.44523  2.70187  -2.40672
O  3.20792  0.83371  1.93096
Cl  2.05933  1.70222  1.76644
O  2.21520  2.86986  2.58400
O  0.86552  0.96763  2.16915
O  1.92330  2.05767  0.36966
C  4.54528  -0.86722  -1.65633
C  4.82498  -1.20513  -0.21065
O  4.05381  -2.34910  0.13912
C  3.90771  -2.52375  1.52939
C  2.93740  -3.66306  1.75792
H  4.98256  0.09462  -1.92427
H  3.46887  -0.78487  -1.81395
H  4.93041  -1.62931  -2.33685
H  4.53773  -0.36705  0.42977
H  5.89109  -1.41595  -0.03390
H  3.52878  -1.59940  1.98170
H  4.88281  -2.74282  1.99336
H  1.98290  -3.43949  1.27732
H  2.77061  -3.81511  2.82635
H  3.32214  -4.58939  1.32685
Cl  3.84944  -0.22180  5.88341
C  2.54666  -0.02959  4.69085
Cl  1.53023  -1.47873  4.59744
H  2.97909  0.14665  3.71219
H  1.91715  0.79568  5.00134
C  0.39766  -6.31220  0.21995
C  -0.84120  -5.45826  0.03655
O  -0.78173  -4.76949  -1.21332
P  -0.62310  -3.12958  -1.17908
O  0.94704  -2.89137  -1.47520
C  1.58634  -3.23956  -2.72965
C  2.69344  -4.23173  -2.45129
O  -1.20981  -2.79119  -2.62917
C  -2.59709  -2.44996  -2.79735
C  -3.40738  -3.66505  -3.19253
H  0.33154  -6.88476  1.14836
H  1.28738  -5.68326  0.26387
H  0.51005  -7.00774  -0.61337
H  -0.93620  -4.74350  0.85955
H  -1.74289  -6.07755  0.02154
H  1.96720  -2.30603  -3.14773
H  0.84374  -3.63650  -3.41982
H  3.36974  -3.83399  -1.69489
H  3.25846  -4.42060  -3.36759
H  2.28039  -5.17843  -2.09596
H  -2.63028  -1.68101  -3.56944
H  -2.97604  -2.01895  -1.86326
H  -3.00936  -4.09020  -4.11489
H  -4.44237  -3.36589  -3.37279
H  -3.38998  -4.43161  -2.41500

Force components x, y, z for each atom (eV/Å):
Rb -0.061 -0.097 -0.772
S 0.081 -0.009 -0.055
S -0.250 -0.027 0.123
S 0.046 0.059 0.071
S -0.100 -0.039 0.057
C -0.013 -0.021 -0.050
N 0.102 -0.004 0.155
C 0.007 -0.102 -0.135
P 0.063 0.042 0.081
C -0.068 0.052 -0.012
C -0.070 0.026 -0.033
C -0.021 -0.022 0.025
C 0.003 -0.020 -0.002
C 0.044 0.023 0.014
C -0.027 -0.035 -0.052
C -0.058 -0.017 -0.054
C 0.057 -0.026 -0.001
C 0.023 0.015 -0.008
C -0.005 0.012 -0.011
C 0.008 0.005 0.004
C -0.008 0.000 0.013
C -0.034 0.006 -0.048
C 0.053 -0.029 -0.007
C 0.017 0.026 0.041
C -0.027 0.004 0.009
C -0.014 -0.017 0.009
C 0.024 -0.002 -0.008
P 0.014 -0.109 0.026
C -0.035 -0.010 0.176
C 0.161 0.020 -0.137
C -0.100 -0.016 -0.033
C 0.026 -0.008 0.011
C 0.011 0.010 -0.012
C -0.001 0.012 0.041
C -0.059 -0.017 0.031
C -0.042 0.007 0.074
C -0.073 -0.010 0.088
C -0.020 0.011 0.009
C -0.015 -0.014 -0.033
C -0.021 0.057 -0.008
H 0.010 0.014 0.022
H 0.000 -0.033 -0.055
H 0.042 -0.034 0.059
H -0.002 0.040 -0.116
H -0.049 0.003 0.003
H 0.017 0.003 0.000
H 0.005 -0.006 -0.005
H 0.025 -0.013 0.004
H 0.008 0.002 0.001
H 0.039 -0.004 -0.009
H -0.003 -0.005 -0.001
H 0.000 -0.003 0.001
H 0.004 -0.003 -0.002
H -0.001 0.004 -0.013
H 0.035 0.030 -0.008
H -0.001 -0.008 -0.003
H 0.001 0.001 -0.003
H 0.003 0.002 -0.002
H -0.008 0.000 0.007
H -0.043 0.068 -0.045
H -0.018 0.012 -0.003
H 0.002 0.000 -0.002
H -0.001 0.003 -0.004
H 0.005 -0.016 -0.004
H -0.022 0.028 -0.004
H 0.004 -0.005 0.021
H -0.002 -0.003 -0.002
H 0.006 -0.001 0.004
H -0.028 -0.029 0.000
O 0.059 0.107 0.170
H -0.099 -0.070 -0.160
H 0.041 0.006 -0.020
O 0.003 -0.069 0.178
H -0.066 0.049 -0.030
H 0.015 -0.090 -0.060
O 0.039 0.142 -0.243
Cl -0.078 0.193 -0.151
O -0.063 -0.040 0.003
O 0.194 0.048 0.155
O 0.331 0.186 0.497
C -0.020 -0.066 0.065
C -0.030 0.000 0.013
O 0.028 0.019 -0.020
C -0.007 -0.034 0.013
C 0.012 0.007 0.006
H 0.013 -0.009 -0.016
H 0.058 0.069 -0.085
H 0.001 -0.019 0.019
H 0.010 -0.003 -0.006
H -0.004 0.000 -0.006
H 0.010 -0.028 0.003
H -0.006 0.002 -0.003
H -0.005 0.003 0.008
H 0.000 -0.002 -0.011
H 0.010 0.001 -0.002
Cl -0.015 -0.022 0.011
C -0.058 0.102 0.043
Cl -0.019 -0.147 0.160
H 0.023 -0.074 0.195
H -0.017 -0.003 -0.001
C -0.001 0.008 0.008
C 0.064 0.007 -0.005
O -0.081 0.002 -0.033
P 0.019 0.016 0.077
O -0.211 -0.008 0.049
C 0.069 0.078 0.027
C -0.009 0.013 -0.011
O -0.026 -0.193 -0.080
C 0.044 0.052 0.003
C 0.059 -0.024 -0.058
H 0.001 0.003 0.003
H -0.002 -0.002 -0.002
H -0.006 -0.005 -0.002
H -0.023 0.001 0.003
H 0.012 0.003 -0.006
H -0.006 -0.001 0.004
H -0.002 -0.004 0.005
H 0.010 0.002 0.002
H -0.007 -0.004 0.002
H 0.002 0.003 -0.001
H -0.009 0.001 0.011
H 0.059 0.010 -0.090
H 0.010 0.002 -0.007
H 0.026 -0.012 -0.019
H 0.000 0.014 -0.029

Calculated values
Energy: -6503.107957 hartree
Strongest force on any atom: 0.015 Eh/bohr
Highest occupied orbital energy: -0.4 eV
Net charge: -2
LUMO: 3.4 eV

=====

Entry 2:
Computed, not measured: 5 unconnected molecules or ions with the total composition C13H27B2Cl9N2O6 at a distorted geometry, with the ωB97M-V functional and the def2-TZVPD basis.

CARTESIAN COORDINATES (ANGSTROEM)
C  4.20233  -1.08866  -1.33508
C  2.86094  -1.56595  -0.85237
O  1.86560  -0.55391  -1.10901
B  0.66275  -0.73751  -0.50209
O  0.56643  -0.86728  0.87103
C  -0.63469  -0.76331  -1.48076
Cl  -0.46343  -2.26979  -2.40176
O  -0.49425  0.46883  -2.24195
C  -0.94005  1.43383  -1.36568
O  -0.72239  2.61735  -1.52331
O  -1.60595  0.85238  -0.34056
C  -1.97248  -0.50489  -0.83914
C  -2.42595  -1.43477  0.25869
C  -2.98295  -2.76431  -0.27188
N  -2.16766  -3.91936  0.20472
B  -3.23484  -0.14300  -1.80862
O  -3.18275  -0.28571  -3.16498
N  -4.43850  0.33124  -1.13442
C  -5.54665  -0.62389  -1.34190
C  -4.80571  1.69351  -1.56129
H  4.94481  -1.82082  -1.02949
H  4.45103  -0.13430  -0.88944
H  4.25371  -0.98921  -2.41437
H  2.55884  -2.48747  -1.34168
H  2.92662  -1.73807  0.21967
H  0.66282  -0.00407  1.27687
H  -3.18792  -0.93702  0.84647
H  -1.59787  -1.67246  0.91658
H  -3.99448  -2.89290  0.09399
H  -3.01951  -2.80224  -1.35813
H  -2.82918  -4.59510  0.56388
H  -1.76286  -4.36542  -0.60703
H  -2.60689  -1.01471  -3.40501
H  -5.30047  -1.39961  -2.06759
H  -6.43762  -0.11486  -1.68833
H  -5.74764  -1.14401  -0.40813
H  -5.08498  1.75390  -2.61230
H  -5.61953  2.03320  -0.92714
H  -3.97379  2.36086  -1.35430
Cl  5.02911  2.49040  0.52703
C  6.61769  1.94782  1.08505
Cl  7.14923  0.48664  0.23881
H  7.33598  2.73692  0.90262
H  6.55482  1.73084  2.14066
Cl  7.73524  3.46690  3.92485
C  7.39525  5.19935  3.81448
Cl  7.38433  5.75852  2.13862
H  6.42101  5.38636  4.24830
H  8.16488  5.73539  4.35527
Cl  0.84772  -5.95152  3.33423
C  -0.78486  -5.77501  2.67693
Cl  -1.99218  -5.56307  3.95214
H  -0.81097  -4.90477  2.03052
H  -1.02901  -6.67114  2.11907
Cl  -1.69817  5.44262  1.79701
C  -1.72587  5.24304  0.03855
Cl  -3.24109  4.53356  -0.52466
H  -1.60756  6.21592  -0.42182
H  -0.92044  4.58067  -0.25185

Force components x, y, z for each atom (eV/Å):
C 0.019 -0.192 -0.136
C 0.386 0.618 0.329
O -0.439 -0.628 -0.388
B 0.287 -0.037 0.243
O -0.332 -0.141 -0.463
C 0.627 0.260 0.836
Cl -0.329 0.336 -0.588
O 0.000 0.227 0.151
C 0.624 1.436 -0.774
O -0.464 -2.085 0.520
O -0.129 0.429 -0.323
C -0.584 -0.090 -0.260
C 0.349 -0.017 0.267
C 0.482 -0.327 0.345
N -0.579 0.171 -0.282
B 0.085 -0.327 0.166
O -0.608 -0.361 0.422
N -0.059 0.228 -0.706
C 0.505 -0.131 0.320
C 0.224 -0.257 0.613
H 0.217 -0.036 0.027
H 0.044 0.157 0.121
H -0.122 0.023 -0.171
H -0.086 -0.137 -0.133
H -0.152 -0.116 0.164
H 0.192 0.121 0.460
H -0.095 0.280 0.012
H 0.063 0.007 0.156
H -0.219 0.012 -0.027
H -0.164 0.220 -0.175
H 0.098 -0.216 0.181
H 0.268 -0.078 -0.030
H 0.613 0.194 -0.408
H -0.029 -0.015 -0.260
H -0.202 0.070 -0.004
H -0.297 0.019 0.169
H -0.093 0.055 -0.186
H -0.257 0.111 -0.072
H 0.069 -0.060 -0.211
Cl -0.005 0.033 0.028
C -0.014 -0.023 -0.100
Cl 0.074 0.020 0.031
H -0.003 0.014 -0.055
H -0.062 -0.074 0.029
Cl 0.064 0.030 0.168
C -0.034 0.057 -0.007
Cl -0.010 0.019 0.004
H -0.041 -0.042 -0.040
H 0.062 -0.025 -0.035
Cl 0.010 -0.018 -0.027
C 0.053 0.063 -0.088
Cl -0.052 0.003 -0.036
H -0.002 0.059 0.061
H 0.012 -0.067 0.075
Cl 0.020 0.016 0.013
C 0.129 0.007 -0.093
Cl 0.021 0.251 0.095
H -0.081 0.050 0.050
H -0.051 -0.098 0.022

Calculated values
Energy: -5264.044538 hartree
Strongest force on any atom: 0.043 Eh/bohr
SMILES string: CCOB(O)[C@]1(Cl)OC(=O)O[C@@]1(CCN)B(O)N(C)C.ClCCl.ClCCl.ClCCl.ClCCl
Highest occupied orbital energy: -8.9 eV
LUMO: 0.3 eV